No. 1
This record from the OMol25 dataset describes C28H78N7O8Ti as an isolated structure at a distorted geometry. The level of theory is ωB97M-V with the def2-TZVPD basis set.

spin multiplicity: 4
energy above the lowest of the compared OMol25 structures with the same formula, charge and spin: 0.0 kcal/mol
total energy: -80223.1554 eV
charge: 0
⟨S²⟩: 3.752

Each line ends with the Mulliken spin population.
CARTESIAN COORDINATES (ANGSTROEM)
Ti  -0.252  2.836  -1.131  3.040
O  4.378  2.186  -1.231  0.004
O  3.138  -2.769  2.133  0.000
O  -2.577  5.155  3.849  0.000
O  -3.625  -0.712  -3.587  -0.002
O  0.348  0.675  -0.574  -0.574
O  -1.953  -4.015  -0.898  0.000
O  3.041  -2.668  -2.636  0.000
O  -3.504  -0.932  2.750  0.000
N  2.838  0.761  1.152  0.008
N  -0.819  3.334  1.192  -0.007
N  -3.250  -5.913  -2.642  0.000
N  -2.266  1.560  -0.978  0.041
N  1.906  3.386  -0.606  0.134
N  2.212  0.893  -3.089  0.002
N  -0.209  0.583  2.293  -0.004
C  2.570  -0.469  -3.479  0.013
C  -4.762  -0.715  2.197  0.000
C  -1.140  -2.990  -0.402  0.004
C  3.445  -0.470  1.687  -0.001
C  -2.853  4.972  5.217  0.000
C  -3.155  4.132  1.171  0.019
C  -1.786  4.245  1.813  -0.017
C  2.615  -1.389  -2.276  -0.010
C  -4.022  -1.852  -2.848  0.000
C  4.302  3.576  -1.201  0.012
C  -1.102  -0.445  4.296  0.000
C  -1.239  -5.076  -1.481  0.000
C  -4.449  1.806  -2.090  -0.006
C  -1.858  4.063  3.310  0.010
C  2.659  -3.644  -1.679  0.000
C  3.922  -0.416  -4.208  0.001
C  -2.201  -6.229  -1.669  0.000
C  2.446  -1.598  1.737  -0.003
C  -2.572  0.042  2.337  -0.002
C  2.795  5.544  -1.394  -0.010
C  2.888  4.026  -1.511  -0.008
C  4.012  -0.200  3.067  0.000
C  -1.198  -0.371  2.784  0.000
C  -2.735  0.146  -2.919  0.057
C  -1.490  -7.498  -2.091  0.000
C  -3.346  0.835  -1.709  -0.003
C  2.255  -3.836  2.405  0.000
C  5.572  1.685  -0.673  0.000
H  -2.621  1.815  -0.063  -0.028
H  -0.845  4.060  3.734  0.000
H  -4.607  -1.584  -1.965  0.000
H  0.093  3.528  1.609  0.008
H  -4.882  2.249  -1.192  -0.003
H  -1.922  4.881  5.798  0.000
H  -3.447  4.066  5.400  0.000
H  -3.400  5.839  5.578  0.000
H  1.997  0.597  0.584  0.036
H  -4.676  -2.425  -3.504  0.000
H  -1.739  -2.445  0.331  -0.002
H  3.134  -3.434  -0.707  0.000
H  2.973  -4.606  -2.068  0.000
H  2.177  3.535  0.364  0.004
H  -0.051  0.521  1.269  0.046
H  -5.257  1.274  -2.600  0.002
H  3.335  -0.955  -1.554  -0.001
H  2.672  3.669  -2.522  0.041
H  3.218  0.159  3.721  0.000
H  4.543  -1.063  3.469  0.000
H  -0.955  2.375  1.539  -0.027
H  -2.690  -6.377  -0.703  0.000
H  -0.793  -4.773  -2.439  0.000
H  4.769  0.592  3.016  0.000
H  5.693  1.971  0.381  0.000
H  -1.508  0.870  -0.854  0.022
H  1.869  -0.838  -4.235  -0.001
H  -0.086  -0.677  4.629  0.000
H  5.521  0.594  -0.676  0.000
H  -3.156  -2.467  -2.584  0.001
H  -4.704  -0.545  1.107  0.000
H  4.647  0.160  -3.615  0.000
H  1.967  -1.779  0.759  0.006
H  -3.775  0.100  -1.016  0.001
H  2.980  1.224  -2.501  0.032
H  3.432  6.024  -2.139  0.001
H  3.788  0.129  -5.140  0.000
H  -2.866  -6.021  -3.575  0.000
H  0.101  -0.173  -0.956  0.091
H  -3.520  -4.942  -2.524  0.000
H  -2.400  3.138  3.544  0.002
H  1.588  -3.609  3.246  0.000
H  -3.596  3.135  1.321  -0.001
H  1.774  5.875  -1.571  0.017
H  1.927  2.369  -0.753  -0.046
H  -5.397  -1.567  2.405  0.000
H  -0.229  -3.378  0.068  0.002
H  -2.531  0.927  -3.654  0.020
H  3.139  5.860  -0.406  0.003
H  -1.813  -0.387  -2.643  0.000
H  4.365  -1.398  -4.361  0.000
H  -0.823  -2.257  -1.163  0.002
H  1.644  -1.389  2.457  -0.001
H  1.656  -4.077  1.516  0.000
H  -0.999  -7.403  -3.058  0.000
H  2.872  -4.691  2.672  0.000
H  -1.005  -1.373  2.362  0.002
H  -1.400  0.511  4.733  0.000
H  -2.825  1.031  2.759  -0.002
H  -3.836  4.829  1.657  0.001
H  1.420  0.837  -2.439  -0.008
H  3.503  1.269  0.579  -0.004
H  -2.587  0.133  1.238  0.011
H  -2.239  -8.290  -2.138  0.000
H  -4.061  2.582  -2.748  0.011
H  -0.426  -5.394  -0.805  0.000
H  4.227  -0.776  0.980  0.000
H  4.637  3.967  -0.224  0.002
H  -3.115  4.342  0.103  0.027
H  -5.217  0.214  2.586  0.000
H  4.975  4.034  -1.946  -0.001
H  -0.768  -7.788  -1.325  0.000
H  1.634  -1.410  -1.780  0.014
H  0.690  0.370  2.698  0.004
H  -1.467  5.272  1.604  0.018
H  -1.724  -1.247  4.700  0.000
H  6.448  1.995  -1.252  0.000
H  1.575  -3.612  -1.504  0.000

No. 2
This record from the OMol25 dataset describes a 12-piece molecular cluster, C28H79N7O20 overall at a distorted geometry. The level of theory is ωB97M-V with the def2-TZVPD basis set.

spin multiplicity: 2
total energy: -81684.4579 eV
charge: +1
⟨S²⟩: 0.755

Each line ends with the Mulliken spin population.
CARTESIAN COORDINATES (ANGSTROEM)
O  2.331  0.976  5.197  0.000
O  -0.746  1.527  -3.882  0.000
O  0.014  -2.530  -6.501  0.000
O  -1.169  -2.561  4.489  0.000
O  3.626  -0.305  7.415  0.000
O  5.956  -0.014  -4.872  0.000
O  2.885  6.100  -3.570  0.000
O  3.748  -1.757  2.507  0.000
O  -1.924  3.098  0.297  0.000
O  2.065  3.219  2.762  0.000
O  1.498  4.360  -1.696  0.000
O  -4.218  -2.823  -2.664  0.017
O  3.615  -0.276  -2.884  0.000
O  1.269  -4.042  -1.787  0.000
O  -4.592  3.819  1.807  0.000
O  -1.816  -2.679  -4.248  0.004
O  -3.615  -0.915  4.704  0.000
O  0.983  0.497  1.811  0.000
O  1.013  0.819  -1.953  0.000
O  4.274  0.940  2.895  0.000
N  -1.111  3.396  -2.644  0.000
N  2.758  -3.849  -0.166  0.000
N  0.881  5.146  2.226  0.000
N  0.093  3.732  3.625  0.000
N  -4.295  -2.326  -1.285  0.736
N  2.077  -5.735  -0.717  0.000
N  -2.724  2.507  -3.864  0.001
C  4.955  -1.252  1.925  0.000
C  5.271  -1.190  -4.462  0.000
C  -3.548  -3.096  -0.296  -0.023
C  -4.722  -0.403  0.228  0.027
C  -3.280  3.456  2.353  0.000
C  -5.707  -0.442  -2.117  0.013
C  -1.468  2.451  -3.498  0.000
C  -0.720  -1.823  -4.323  0.000
C  2.348  -0.366  5.388  0.000
C  -1.418  -1.223  3.941  0.000
C  5.359  -0.001  2.707  0.000
C  -4.104  -4.488  -0.211  0.019
C  -2.067  -3.079  -0.513  0.093
C  3.576  -0.895  6.089  0.000
C  0.448  0.488  -0.581  0.000
C  3.731  -0.882  -4.239  0.000
C  1.947  -4.495  -0.922  0.000
C  -3.706  -2.501  1.143  0.034
C  -4.444  -0.816  -1.249  0.007
C  -3.186  -0.009  -1.558  0.085
C  3.487  5.093  -2.784  0.000
C  2.502  3.922  -2.512  0.000
C  -2.414  2.506  1.431  0.001
C  -2.361  -0.389  4.800  0.000
C  1.098  3.967  2.837  0.000
C  0.398  -2.631  -5.136  0.001
C  -3.775  -0.986  1.278  -0.026
C  1.537  0.582  0.513  0.000
H  -3.887  -5.097  -1.089  0.000
H  -1.841  3.998  -2.291  0.000
H  -3.983  -0.557  2.259  -0.001
H  2.060  6.310  -3.127  0.000
H  -5.189  -4.418  -0.139  -0.007
H  -0.545  4.498  3.790  0.000
H  -2.756  -0.619  1.154  0.001
H  2.209  -0.273  0.439  0.000
H  -0.505  -0.628  3.941  0.000
H  -3.363  1.065  -1.605  0.005
H  -6.503  -0.851  -1.494  -0.002
H  0.487  -3.678  -4.847  0.000
H  -0.949  -0.844  -4.744  0.000
H  -2.683  3.038  -0.288  0.000
H  -3.284  -2.776  -2.882  0.032
H  2.744  0.106  -2.753  0.000
H  1.405  1.186  2.329  0.000
H  -2.700  4.366  2.505  0.000
H  2.067  1.501  0.264  0.000
H  4.183  0.458  7.242  0.000
H  0.322  1.148  -2.531  0.000
H  1.554  5.493  1.557  0.000
H  -1.822  -3.712  -1.366  0.001
H  3.847  5.315  -1.779  0.000
H  -0.913  -2.778  -6.524  0.000
H  1.845  4.567  -0.825  0.000
H  -2.330  -2.487  -5.035  -0.001
H  -0.927  -3.016  3.679  0.000
H  2.833  -2.871  -0.407  0.000
H  -1.680  -1.254  2.884  0.000
H  3.033  3.084  -2.061  0.000
H  1.373  -2.143  -5.111  0.000
H  0.084  2.880  4.167  0.000
H  -4.446  3.771  0.859  0.000
H  5.695  -1.749  -3.628  0.000
H  -1.615  -2.113  -0.741  0.000
H  -4.985  0.653  0.291  -0.003
H  -4.197  -0.707  5.438  0.000
H  5.550  -1.792  -5.327  0.000
H  -5.827  0.640  -2.167  0.001
H  -2.341  0.632  4.418  0.000
H  3.270  -0.166  -4.919  0.000
H  -3.396  2.960  3.317  0.000
H  -2.764  -0.092  -2.560  -0.005
H  6.207  0.418  2.167  0.000
H  4.485  -0.695  5.522  0.000
H  2.089  3.484  -3.421  0.000
H  -0.021  5.560  2.411  0.000
H  -2.959  -2.835  1.863  -0.002
H  -4.641  -2.843  1.587  0.002
H  -2.851  1.529  1.221  0.000
H  0.001  -0.506  -0.586  -0.001
H  3.287  -4.374  0.516  0.000
H  4.824  -1.035  0.865  0.000
H  3.565  -1.967  6.284  0.000
H  -1.536  2.292  2.040  0.000
H  -1.518  -3.460  0.348  0.004
H  5.723  -2.025  1.962  0.000
H  -3.057  1.752  -4.446  0.000
H  -5.663  -0.884  0.493  -0.004
H  2.623  1.178  4.305  0.000
H  3.229  -0.967  2.676  0.000
H  -3.373  3.258  -3.673  0.000
H  -0.196  -1.615  -3.390  0.000
H  2.008  -0.837  4.465  0.000
H  -0.308  1.204  -0.259  0.000
H  1.626  -0.560  6.181  0.000
H  4.502  1.758  2.448  0.000
H  5.732  -0.250  3.701  0.000
H  1.432  -6.441  -1.041  0.000
H  -3.793  -4.965  0.718  0.001
H  -0.174  3.500  -2.283  0.000
H  -2.153  -0.329  5.868  0.000
H  -5.672  -0.929  -3.092  0.000
H  2.904  -5.886  -0.158  0.000
H  3.153  -1.796  -4.105  0.000
H  4.294  4.653  -3.369  0.000
H  -2.310  -0.121  -0.919  -0.012
H  6.796  -0.138  -4.423  0.000

Q: Look up the charge of the second one.
A: +1

Q: Which of these has the lowest spin multiplicity?
A: C28H79N7O20

Q: The highest total energy belongs to which entry?
A: C28H78N7O8Ti